<w>
Here is C30H75BCdF4N5 as an isolated structure from the OMol25 dataset. Energies are from the ωB97M-V functional and the def2-TZVPD basis.

Calculated values
highest occupied orbital energy = -10.0 eV

```
! RIJCOSX wB97M-V def2-TZVPD def2/J DEFGRID3
* xyz 1 1
Cd -3.594 -15.249 1.933
B -2.773 -13.072 2.676
F -1.759 -13.877 2.054
F -2.333 -11.999 3.317
F -3.720 -12.886 1.597
F -3.523 -13.923 3.589
C -7.269 -13.565 3.788
C -7.754 -12.120 3.941
N -7.185 -11.357 5.032
C -7.507 -11.892 6.343
C -7.403 -10.851 7.455
C -5.792 -10.981 4.854
C -5.587 -10.127 3.608
H -6.214 -13.651 3.481
H -7.849 -14.080 3.017
H -7.363 -14.125 4.720
H -7.614 -11.575 3.008
H -8.836 -12.138 4.102
H -8.527 -12.278 6.298
H -6.860 -12.757 6.596
H -6.381 -10.488 7.572
H -8.018 -9.986 7.205
H -7.716 -11.269 8.411
H -5.136 -11.868 4.825
H -5.499 -10.372 5.708
H -5.532 -10.723 2.695
H -4.634 -9.601 3.667
H -6.414 -9.423 3.520
C 3.613 -9.788 -0.959
C 2.183 -9.426 -0.597
N 1.952 -9.336 0.836
C 0.529 -9.291 1.150
C -0.191 -10.596 0.880
C 2.618 -8.180 1.419
C 2.926 -8.361 2.899
H 3.680 -9.893 -2.046
H 3.865 -10.761 -0.535
H 4.350 -9.048 -0.662
H 1.899 -8.483 -1.104
H 1.554 -10.210 -1.010
H 0.381 -9.024 2.195
H 0.052 -8.482 0.556
H -0.121 -10.915 -0.156
H 0.273 -11.365 1.511
H -1.239 -10.569 1.182
H 2.001 -7.269 1.294
H 3.540 -7.976 0.880
H 3.297 -7.429 3.324
H 3.673 -9.142 3.044
H 2.032 -8.667 3.442
C -0.065 -11.692 5.652
C -0.400 -13.175 5.710
N -0.635 -13.753 7.043
C -1.716 -13.093 7.769
C -3.029 -13.073 6.992
C 0.590 -13.766 7.845
C 0.535 -14.775 8.981
H -0.779 -11.070 6.187
H -0.029 -11.394 4.601
H 0.936 -11.478 6.035
H -1.330 -13.360 5.169
H 0.392 -13.773 5.255
H -1.893 -13.640 8.698
H -1.443 -12.072 8.085
H -3.233 -14.057 6.560
H -3.870 -12.797 7.631
H -3.019 -12.328 6.192
H 0.781 -12.761 8.256
H 1.430 -14.001 7.188
H 1.529 -14.925 9.407
H 0.195 -15.745 8.618
H -0.108 -14.437 9.792
C -0.950 -17.206 1.365
C -2.098 -17.823 2.124
N -2.792 -16.892 3.081
C -1.888 -16.406 4.162
C -1.516 -17.451 5.200
C -3.995 -17.603 3.611
C -4.836 -16.779 4.587
H -1.217 -16.294 0.823
H -0.634 -17.929 0.611
H -0.084 -17.026 1.998
H -2.870 -18.161 1.424
H -1.790 -18.725 2.658
H -0.980 -16.066 3.667
H -2.333 -15.553 4.668
H -2.385 -17.809 5.750
H -1.050 -18.334 4.756
H -0.802 -17.001 5.885
H -3.659 -18.517 4.111
H -4.627 -17.944 2.787
H -5.137 -15.815 4.155
H -4.308 -16.558 5.511
H -5.755 -17.319 4.801
C -6.576 -12.225 0.207
C -5.648 -11.197 -0.404
N -5.979 -10.812 -1.767
C -4.977 -9.877 -2.267
C -3.620 -10.525 -2.502
C -7.325 -10.250 -1.864
C -7.762 -10.008 -3.298
H -6.169 -12.562 1.165
H -6.685 -13.099 -0.442
H -7.572 -11.848 0.438
H -5.595 -10.306 0.251
H -4.649 -11.634 -0.423
H -5.338 -9.442 -3.195
H -4.844 -9.035 -1.559
H -3.013 -9.893 -3.149
H -3.084 -10.684 -1.568
H -3.761 -11.484 -3.004
H -7.405 -9.309 -1.286
H -8.019 -10.948 -1.401
H -8.839 -9.860 -3.383
H -7.437 -10.813 -3.957
H -7.344 -9.079 -3.700
*
```

---

<x>
Here is C30H75BCdF4N5 as an isolated structure from the OMol25 dataset. Energies are from the ωB97M-V functional and the def2-TZVPD basis.

Calculated values
highest occupied orbital energy = -9.7 eV

```
! RIJCOSX wB97M-V def2-TZVPD def2/J DEFGRID3
* xyz 1 1
Cd 7.453 -2.532 -2.706
B 6.688 -6.152 -2.612
F 7.503 -5.803 -3.626
F 6.412 -7.480 -2.512
F 7.387 -5.720 -1.531
F 5.645 -5.288 -2.719
C 7.390 -14.271 -5.522
C 8.601 -13.313 -5.889
N 8.768 -13.096 -7.344
C 10.066 -12.364 -7.421
C 11.223 -13.331 -7.313
C 7.616 -12.293 -7.856
C 7.680 -12.120 -9.388
H 7.105 -14.256 -4.470
H 7.616 -15.302 -5.794
H 6.504 -13.987 -6.089
H 8.437 -12.360 -5.386
H 9.498 -13.779 -5.482
H 10.081 -11.941 -8.426
H 10.129 -11.540 -6.710
H 11.135 -14.129 -8.050
H 12.084 -12.732 -7.611
H 11.409 -13.706 -6.307
H 7.550 -11.361 -7.295
H 6.651 -12.793 -7.765
H 7.793 -13.065 -9.918
H 8.539 -11.500 -9.644
H 6.766 -11.680 -9.786
C 4.130 0.116 -0.827
C 5.353 0.489 -0.022
N 6.012 -0.702 0.537
C 5.099 -1.490 1.388
C 4.362 -0.773 2.543
C 7.236 -0.222 1.265
C 8.154 -1.358 1.711
H 4.354 -0.665 -1.553
H 3.765 1.022 -1.311
H 3.305 -0.251 -0.217
H 6.017 1.110 -0.624
H 4.927 1.102 0.772
H 4.384 -2.057 0.791
H 5.627 -2.354 1.791
H 4.135 -1.449 3.368
H 4.892 0.041 3.039
H 3.420 -0.381 2.160
H 7.046 0.449 2.102
H 7.827 0.409 0.602
H 8.994 -1.011 2.312
H 8.507 -1.940 0.860
H 7.643 -2.020 2.411
C 16.708 -5.526 0.261
C 17.085 -6.256 -1.027
N 17.060 -7.720 -0.776
C 17.597 -8.607 -1.803
C 19.043 -8.298 -2.131
C 15.729 -8.261 -0.343
C 14.581 -7.885 -1.349
H 17.210 -5.891 1.157
H 15.645 -5.554 0.497
H 17.004 -4.483 0.141
H 16.477 -5.991 -1.893
H 18.094 -5.968 -1.322
H 16.994 -8.653 -2.710
H 17.596 -9.587 -1.327
H 19.118 -7.381 -2.716
H 19.526 -9.070 -2.731
H 19.644 -8.299 -1.222
H 15.805 -9.347 -0.284
H 15.391 -7.928 0.638
H 14.676 -8.344 -2.333
H 13.616 -8.145 -0.916
H 14.515 -6.809 -1.511
C -1.290 -11.817 -8.669
C -0.350 -11.993 -7.469
N -0.434 -10.860 -6.559
C 0.322 -11.213 -5.324
C 0.234 -10.182 -4.163
C -0.154 -9.569 -7.156
C 1.271 -9.318 -7.600
H -2.274 -11.499 -8.322
H -1.427 -12.761 -9.196
H -0.906 -11.082 -9.376
H -0.584 -12.882 -6.883
H 0.692 -12.122 -7.760
H -0.157 -12.135 -4.996
H 1.375 -11.477 -5.428
H -0.815 -10.024 -3.915
H 0.742 -10.635 -3.312
H 0.787 -9.279 -4.423
H -0.519 -8.782 -6.496
H -0.847 -9.441 -7.988
H 1.324 -8.370 -8.135
H 1.641 -10.084 -8.281
H 1.956 -9.247 -6.755
C 4.418 -8.355 3.950
C 2.879 -8.366 3.824
N 2.273 -7.396 4.715
C 2.386 -7.747 6.132
C 1.593 -8.982 6.524
C 0.961 -7.072 4.217
C 0.086 -6.105 4.993
H 4.838 -8.797 3.046
H 4.798 -8.993 4.749
H 4.916 -7.397 4.099
H 2.757 -8.077 2.780
H 2.424 -9.345 3.971
H 3.422 -7.826 6.464
H 2.131 -6.939 6.817
H 0.550 -8.912 6.217
H 2.007 -9.912 6.133
H 1.589 -9.046 7.612
H 0.531 -8.062 4.066
H 1.134 -6.661 3.222
H 0.566 -5.127 4.979
H -0.056 -6.433 6.023
H -0.911 -5.937 4.585
*
```

---

Result of the stability comparison: <w> is the most stable of them.

---

<w>
Here is one molecule with the formula C5H7NOS from the OMol25 dataset. Energies are from the ωB97M-V functional and the def2-TZVPD basis.

Calculated values
SMILES string = S=C1NC[C@@H]2C[C@H]2O1
highest occupied orbital energy = -8.4 eV

```
! RIJCOSX wB97M-V def2-TZVPD def2/J DEFGRID3
* xyz 0 1
S -2.769 0.762 1.901
C -1.418 0.442 1.031
N -0.491 -0.479 1.430
C 0.626 -1.078 0.588
C 0.323 -0.476 -0.782
C 0.798 0.560 -1.802
C 0.221 0.979 -0.537
O -1.118 1.252 -0.086
H -0.651 -0.987 2.286
H 0.544 -2.181 0.582
H 1.564 -0.677 1.018
H -0.642 -0.857 -1.186
H 0.255 0.742 -2.755
H 1.858 0.652 -1.920
H 0.900 1.347 0.232
*
```

---

<x>
Here is one molecule with the formula C5H7NOS from the OMol25 dataset. Energies are from the ωB97M-V functional and the def2-TZVPD basis.

Calculated values
SMILES string = S/N=C/C1=CCCO1
highest occupied orbital energy = -8.1 eV

```
! RIJCOSX wB97M-V def2-TZVPD def2/J DEFGRID3
* xyz 0 1
S 4.090 -0.230 0.000
N 2.423 0.228 -0.094
C 1.564 -0.718 -0.015
C 0.203 -0.306 -0.067
C -0.380 0.914 -0.045
C -1.884 0.766 -0.051
C -2.013 -0.767 0.078
O -0.726 -1.361 -0.158
H 4.397 1.060 -0.035
H 1.805 -1.749 0.003
H 0.142 1.807 -0.018
H -2.358 1.203 -0.969
H -2.247 1.321 0.843
H -2.721 -1.186 -0.575
H -2.296 -0.982 1.102
*
```

---

<y>
Here is one molecule with the formula C5H7NOS from the OMol25 dataset. Energies are from the ωB97M-V functional and the def2-TZVPD basis.

Calculated values
highest occupied orbital energy (spin up / spin down) = -7.4 / -6.9 eV

```
! RIJCOSX wB97M-V def2-TZVPD def2/J DEFGRID3
* xyz 0 1
C 0.484 -0.377 -1.321
C 0.353 -1.383 -2.296
C -0.366 -0.774 0.928
C -1.049 -1.423 1.817
C 0.233 1.316 0.389
N 0.074 -0.071 -0.084
O 0.214 -3.072 -4.228
S -0.519 -2.710 -2.990
H 0.892 0.574 -1.615
H 0.902 -1.097 -3.149
H -2.132 -1.656 1.742
H -0.615 -1.707 2.803
H 0.685 1.864 -0.455
H -0.809 1.679 0.543
H 0.769 1.360 1.390
*
```

---

<z>
Here is one molecule with the formula C5H7NOS from the OMol25 dataset. Energies are from the ωB97M-V functional and the def2-TZVPD basis.

Calculated values
SMILES string = C/C=C\NC(=S)C=O
highest occupied orbital energy = -8.8 eV

```
! RIJCOSX wB97M-V def2-TZVPD def2/J DEFGRID3
* xyz 0 1
C -2.201 -0.838 1.103
C -1.040 -1.386 0.229
C -0.042 -0.646 -0.182
N 0.384 0.628 0.169
C 1.401 1.423 -0.323
S 1.625 3.027 -0.101
C 2.529 0.913 -1.245
O 2.345 -0.148 -1.872
H -3.033 -1.577 0.659
H -2.094 -1.029 2.167
H -2.362 0.307 0.946
H -1.089 -2.502 0.109
H 0.709 -1.279 -0.706
H -0.387 1.261 0.438
H 3.255 1.847 -1.392
*
```

---

Result of the stability comparison: <x> is the most stable of them.

---

<w>
Here is a 3-piece molecular cluster, H6O3 overall from the OMol25 dataset. Energies are from the ωB97M-V functional and the def2-TZVPD basis.

Calculated values
highest occupied orbital energy (spin up / spin down) = -17.1 / -16.0 eV

```
! RIJCOSX wB97M-V def2-TZVPD def2/J DEFGRID3
* xyz 1 2
O -1.513 -1.792 0.525
H -1.142 -1.638 -0.357
H -0.990 -0.935 0.866
O 0.268 0.532 -2.229
H 0.200 -0.290 -2.590
H 1.058 0.876 -2.394
O 1.039 1.275 2.327
H 0.974 0.526 1.611
H 0.106 1.445 2.240
*
```

---

<x>
Here is a 3-piece molecular cluster, H6O3 overall from the OMol25 dataset. Energies are from the ωB97M-V functional and the def2-TZVPD basis.

Calculated values
highest occupied orbital energy (spin up / spin down) = -13.4 / -13.4 eV

```
! RIJCOSX wB97M-V def2-TZVPD def2/J DEFGRID3
* xyz 1 2
O -1.836 -3.040 4.106
H -2.324 -3.129 4.836
H -1.442 -2.462 3.564
O 0.234 2.891 -2.956
H 0.349 2.401 -2.112
H -0.394 2.357 -3.452
O 1.606 0.501 -1.534
H 1.359 -0.387 -1.089
H 2.448 0.868 -1.361
*
```

---

Result of the stability comparison: <x> is the most stable of them.

---

<w>
Here is a 2-piece molecular cluster, C3H9NOS overall from the OMol25 dataset. Energies are from the ωB97M-V functional and the def2-TZVPD basis.

Calculated values
highest occupied orbital energy = -9.9 eV

```
! RIJCOSX wB97M-V def2-TZVPD def2/J DEFGRID3
* xyz 0 1
C 1.420 -0.520 0.305
O 1.622 -1.938 0.533
C -0.023 -0.049 0.497
C -0.139 1.457 0.136
S -3.240 0.732 -1.465
N -0.718 -0.724 -0.597
H 1.808 -0.225 -0.711
H 2.076 -0.036 1.076
H 0.895 -2.418 0.139
H -0.443 -0.269 1.484
H -1.157 1.883 0.286
H 0.553 2.058 0.732
H 0.091 1.556 -0.948
H -1.363 -0.084 -1.116
H -1.384 -1.421 -0.350
*
```

---

<x>
Here is one molecule with the formula C3H9NOS from the OMol25 dataset. Energies are from the ωB97M-V functional and the def2-TZVPD basis.

Calculated values
SMILES string = CN=S(C)(C)=O
highest occupied orbital energy = -8.4 eV

```
! RIJCOSX wB97M-V def2-TZVPD def2/J DEFGRID3
* xyz 0 1
C 2.330 0.252 -0.236
N 1.075 -0.403 -0.501
S -0.162 0.434 0.104
C -1.357 0.849 -1.182
C -1.263 -0.573 1.247
O 0.122 1.630 0.854
H 2.355 1.321 -0.313
H 3.115 -0.195 -0.902
H 2.816 0.016 0.778
H -0.770 1.248 -1.971
H -1.779 -0.008 -1.534
H -2.092 1.519 -0.710
H -0.544 -1.258 1.758
H -1.680 -0.030 2.129
H -1.903 -1.020 0.502
*
```

---

<y>
Here is C3H9NOS as an isolated structure from the OMol25 dataset. Energies are from the ωB97M-V functional and the def2-TZVPD basis.

Calculated values
highest occupied orbital energy = -8.6 eV

```
! RIJCOSX wB97M-V def2-TZVPD def2/J DEFGRID3
* xyz 0 1
C -0.777 -0.241 -0.450
C 0.315 -1.216 -1.130
C -0.321 -0.126 1.057
H -2.972 -0.229 -1.198
H -2.373 -0.707 0.917
H -0.768 0.846 -0.696
H -0.177 -1.910 -1.944
H 1.033 -1.758 -0.111
H 1.950 -0.392 -2.525
H -1.044 0.000 2.023
H 0.393 -0.977 1.179
H 1.241 1.349 -0.059
N -2.081 -0.928 -0.434
O 1.295 -0.074 -1.718
S 0.726 1.273 1.396
*
```

---

Result of the stability comparison: <x> is the most stable of them.

---

<w>
Here is a 2-piece molecular cluster, C3H9N2S overall from the OMol25 dataset. Energies are from the ωB97M-V functional and the def2-TZVPD basis.

Calculated values
highest occupied orbital energy = -12.8 eV

```
! RIJCOSX wB97M-V def2-TZVPD def2/J DEFGRID3
* xyz 1 1
C -0.479 -0.881 0.078
C -2.119 1.269 0.332
C 1.772 -0.146 -0.275
N -0.273 -2.144 -0.275
N 2.323 0.991 -0.086
S -1.443 0.133 -0.908
H -0.376 -0.631 1.123
H -1.346 1.920 0.728
H -2.597 0.698 1.120
H -2.870 1.863 -0.185
H 2.418 -0.913 -0.714
H 0.313 -2.732 0.299
H 1.792 1.756 0.319
H -0.407 -2.412 -1.241
H 3.291 1.229 -0.315
*
```

---

<x>
Here is an isolated ion of composition C3H9N2S and charge +1 from the OMol25 dataset. Energies are from the ωB97M-V functional and the def2-TZVPD basis.

Calculated values
SMILES string = C=[NH+]CCNS
highest occupied orbital energy = -13.2 eV

```
! RIJCOSX wB97M-V def2-TZVPD def2/J DEFGRID3
* xyz 1 1
C 0.907 1.491 0.005
N 1.104 0.290 -0.138
C 0.066 -0.716 -0.732
C -0.677 -1.199 0.641
N -1.636 -0.056 1.075
S -2.868 0.406 -0.386
H 0.190 2.154 -0.469
H 1.603 2.224 0.543
H 1.850 -0.323 0.304
H 0.455 -1.686 -0.969
H -0.440 -0.320 -1.559
H -1.228 -2.123 0.510
H 0.093 -1.067 1.482
H -2.193 -0.182 1.752
H -3.661 -0.670 -0.299
*
```

---

Result of the stability comparison: <w> is the most stable of them.

---

<w>
Here is a 2-piece molecular cluster, C3H9N2S overall from the OMol25 dataset. Energies are from the ωB97M-V functional and the def2-TZVPD basis.

Calculated values
highest occupied orbital energy = -12.1 eV

```
! RIJCOSX wB97M-V def2-TZVPD def2/J DEFGRID3
* xyz 1 1
C 1.565 -0.185 -0.302
C -2.174 0.165 -0.439
C -0.903 -0.032 0.265
N 2.175 -1.327 -0.732
N -1.600 1.316 0.318
S 1.864 0.414 1.293
H 1.505 0.544 -1.149
H -3.070 -0.373 -0.003
H -2.157 0.301 -1.510
H -0.995 -0.544 1.214
H 2.514 -1.917 0.114
H -1.308 2.188 -0.225
H 1.886 -1.838 -1.575
H 2.725 -0.527 1.604
H -2.026 1.815 1.127
*
```

---

<x>
Here is an isolated ion of composition C3H9N2S and charge +1 from the OMol25 dataset. Energies are from the ωB97M-V functional and the def2-TZVPD basis.

Calculated values
SMILES string = C/[NH+]=C(/N)CS
highest occupied orbital energy = -13.5 eV

```
! RIJCOSX wB97M-V def2-TZVPD def2/J DEFGRID3
* xyz 1 1
C 0.838 0.688 1.655
N 0.989 0.618 0.170
C 0.300 -0.042 -0.756
N 0.635 0.040 -2.012
C -1.106 -0.650 -0.430
S -1.804 -1.772 1.177
H 1.224 1.615 1.854
H -0.127 0.426 2.137
H 1.641 -0.075 1.994
H 1.876 0.975 -0.147
H 1.557 0.438 -2.437
H 0.201 -0.495 -2.663
H -1.629 0.211 -0.208
H -1.694 -1.028 -1.361
H -2.902 -0.949 1.027
*
```

---

Result of the stability comparison: <x> is the most stable of them.